(i)
Molecular formula: CH6N2S
Method: DFT, ωB97M-V/def2-TZVPD

Bonds (Å) are listed after each position.
Cartesian coordinates (Å):
1 C -0.851 -0.348 -0.494  N2 1.480, H5 1.092, H6 1.074, H7 1.077
2 N -0.117 0.639 0.329  C1 1.480, N3 1.416, H8 1.054
3 N 1.183 0.273 0.753  N2 1.416, S4 1.825, H9 1.002
4 S 2.271 0.376 -0.708  N3 1.825, H10 1.272
5 H -1.036 0.031 -1.501  C1 1.092
6 H -0.110 -1.123 -0.560  C1 1.074
7 H -1.777 -0.765 -0.136  C1 1.077
8 H -0.728 1.365 0.788  N2 1.054
9 H 1.424 -0.627 1.121  N3 1.002
10 H 2.049 1.607 -0.934  S4 1.272

Computed properties:
Lowest unoccupied orbital energy = 0.9 eV
HOMO energy = -8.501 eV
SMILES string = CNNS
Charge = 0
Orbital gap = 9.380 eV

Here are the Mulliken charges for atoms 1 to 8, given in e: C -0.75; N -0.12; N -0.46; S -0.14; H 0.24; H 0.31; H 0.29; H 0.21

---

(ii)
Molecular formula: CH6N2S
Method: DFT, ωB97M-V/def2-TZVPD

Bonds (Å) are listed after each position.
Cartesian coordinates (Å):
1 S 1.564 0.453 -0.125  H2 1.335
2 H 2.653 -0.317 -0.201  S1 1.335
3 N -1.298 0.726 0.778  C4 1.318, H6 1.026, H7 1.008
4 C -1.135 0.000 -0.310  N3 1.318, N5 1.321, H8 1.084
5 N -0.979 -1.310 -0.236  C4 1.321, H9 1.013, H10 1.015
6 H -0.553 0.576 1.467  N3 1.026
7 H -1.481 1.704 0.616  N3 1.008
8 H -1.187 0.520 -1.260  C4 1.084
9 H -0.211 -1.682 -0.782  N5 1.013
10 H -0.955 -1.625 0.728  N5 1.015

Computed properties:
Lowest unoccupied orbital energy = -0.1 eV
HOMO energy = -7.203 eV
Charge = 0
Orbital gap = 7.153 eV

Here are the Mulliken charges for atoms 1 to 8, given in e: S -0.69; H 0.02; N -0.44; C -0.02; N -0.40; H 0.29; H 0.28; H 0.38

---

(iii)
Molecular formula: CH6N2S
Method: DFT, ωB97M-V/def2-TZVPD

Bonds (Å) are listed after each position.
Cartesian coordinates (Å):
1 S 2.301 1.030 -0.223  H2 1.441
2 H 2.337 0.675 1.173  S1 1.441
3 N -1.226 0.334 -0.980  C4 1.415, H6 1.016, H7 1.033
4 C -0.399 0.181 0.157  N3 1.415, N5 1.325, H8 1.078
5 N -0.225 -1.036 0.652  C4 1.325, H9 1.150, H10 1.153
6 H -1.842 -0.354 -1.404  N3 1.016
7 H -0.936 0.926 -1.775  N3 1.033
8 H -0.312 0.996 0.858  C4 1.078
9 H 0.041 -1.812 -0.152  N5 1.150
10 H 0.262 -0.939 1.693  N5 1.153

Computed properties:
Lowest unoccupied orbital energy = -0.2 eV
HOMO energy = -7.275 eV
Charge = 0
Orbital gap = 7.049 eV

Here are the Mulliken charges for atoms 1 to 8, given in e: S -0.55; H 0.01; N -0.46; C -0.09; N -0.45; H 0.25; H 0.24; H 0.38

---

(iv)
Molecular formula: CH6N2S
Method: DFT, ωB97M-V/def2-TZVPD

Bonds (Å) are listed after each position.
Cartesian coordinates (Å):
1 S 0.524 -3.882 5.235  H2 1.450, H10 1.284
2 H 0.666 -2.499 4.824  S1 1.450
3 N -1.330 1.906 -1.895  C4 1.349, H6 1.059, H7 1.016
4 C -0.070 1.660 -2.311  N3 1.349, N5 1.301, H8 1.191
5 N 0.678 0.873 -1.593  C4 1.301, H9 1.003
6 H -1.777 1.311 -1.142  N3 1.059
7 H -2.012 2.168 -2.601  N3 1.016
8 H 0.224 2.129 -3.366  C4 1.191
9 H 1.328 0.507 -2.263  N5 1.003
10 H 1.769 -4.171 5.112  S1 1.284

Computed properties:
Lowest unoccupied orbital energy = 1.0 eV
HOMO energy = -9.017 eV
SMILES string = [H]/N=C/N.S
Charge = 0
Orbital gap = 10.061 eV

Here are the Mulliken charges for atoms 1 to 8, given in e: S -0.30; H 0.16; N -0.48; C 0.18; N -0.67; H 0.28; H 0.23; H 0.23

---

(iv) comes first in stability; the runner-up is 8.6 kcal/mol higher.

---

(i)
Molecular formula: C16H48O8
Method: DFT, ωB97M-V/def2-TZVPD

Bonds (Å) are listed after each position.
Cartesian coordinates (Å):
1 C 3.027 4.764 -4.839  C2 1.522, H4 1.090, H5 1.090, H6 1.090
2 C 3.661 3.389 -4.691  C1 1.522, O3 1.383, H7 1.090, H8 1.090
3 O 4.631 3.189 -5.658  C2 1.383, H9 0.960
4 H 2.368 5.078 -4.029  C1 1.090
5 H 2.401 4.740 -5.731  C1 1.090
6 H 3.689 5.577 -5.139  C1 1.090
7 H 2.789 2.735 -4.694  C2 1.090
8 H 4.214 3.255 -3.761  C2 1.090
9 H 4.842 2.253 -5.640  O3 0.960
10 C 0.986 -2.548 -8.266  C11 1.536, H13 1.090, H14 1.090, H15 1.090
11 C 0.798 -1.800 -6.938  C10 1.536, O12 1.447, H16 1.090, H17 1.090
12 O -0.558 -1.734 -6.436  C11 1.447, H18 0.960
13 H 0.741 -3.595 -8.089  C10 1.090
14 H 1.972 -2.457 -8.722  C10 1.090
15 H 0.222 -2.350 -9.017  C10 1.090
16 H 1.054 -0.750 -7.081  C11 1.090
17 H 1.418 -2.189 -6.131  C11 1.090
18 H -0.455 -1.348 -5.564  O12 0.960
19 C -6.153 -0.256 4.597  C20 1.546, H22 1.090, H23 1.090, H24 1.090
20 C -6.724 -1.637 4.993  C19 1.546, O21 1.454, H25 1.090, H26 1.090
21 O -7.711 -2.040 4.003  C20 1.454, H27 0.960
22 H -5.791 -0.160 3.574  C19 1.090
23 H -5.533 0.148 5.397  C19 1.090
24 H -7.026 0.396 4.552  C19 1.090
25 H -7.054 -1.504 6.023  C20 1.090
26 H -5.935 -2.389 5.005  C20 1.090
27 H -7.228 -2.458 3.287  O21 0.960
28 C -4.958 -4.061 -0.796  C29 1.534, H31 1.090, H32 1.090, H33 1.090
29 C -5.985 -5.196 -0.889  C28 1.534, O30 1.404, H34 1.090, H35 1.090
30 O -7.091 -4.991 -0.049  C29 1.404, H36 0.960
31 H -4.094 -4.203 -1.445  C28 1.090
32 H -4.572 -3.890 0.209  C28 1.090
33 H -5.406 -3.102 -1.056  C28 1.090
34 H -5.553 -6.132 -0.537  C29 1.090
35 H -6.524 -5.274 -1.833  C29 1.090
36 H -7.722 -5.696 -0.216  O30 0.960
37 C -0.862 5.599 5.332  C38 1.493, H40 1.090, H41 1.090, H42 1.090
38 C -0.040 6.234 6.404  C37 1.493, O39 1.406, H43 1.090, H44 1.090
39 O -0.823 6.784 7.435  C38 1.406, H45 0.960
40 H -0.233 5.513 4.445  C37 1.090
41 H -1.628 6.324 5.057  C37 1.090
42 H -1.236 4.601 5.561  C37 1.090
43 H 0.421 7.098 5.924  C38 1.090
44 H 0.753 5.602 6.802  C38 1.090
45 H -0.277 7.443 7.869  O39 0.960
46 C 2.761 -5.340 -3.335  C47 1.573, H49 1.090, H50 1.090, H51 1.090
47 C 3.603 -4.698 -2.171  C46 1.573, O48 1.380, H52 1.090, H53 1.090
48 O 4.214 -3.509 -2.516  C47 1.380, H54 0.960
49 H 3.143 -4.984 -4.292  C46 1.090
50 H 1.690 -5.142 -3.296  C46 1.090
51 H 2.867 -6.423 -3.269  C46 1.090
52 H 4.425 -5.391 -1.993  C47 1.090
53 H 2.956 -4.533 -1.310  C47 1.090
54 H 4.833 -3.220 -1.842  O48 0.960
55 C -0.610 0.086 0.574  C56 1.540, H58 1.090, H59 1.090, H60 1.090
56 C 0.622 0.423 -0.288  C55 1.540, O57 1.391, H61 1.090, H62 1.090
57 O 0.542 -0.123 -1.565  C56 1.391, H63 0.960
58 H -0.662 -0.979 0.796  C55 1.090
59 H -1.502 0.414 0.040  C55 1.090
60 H -0.517 0.591 1.535  C55 1.090
61 H 1.466 -0.044 0.220  C56 1.090
62 H 0.841 1.491 -0.275  C56 1.090
63 H 1.441 -0.363 -1.802  O57 0.960
64 C 5.007 2.619 5.954  C65 1.506, H67 1.090, H68 1.090, H69 1.090
65 C 4.675 2.232 4.537  C64 1.506, O66 1.300, H70 1.090, H71 1.090
66 O 5.744 2.410 3.817  C65 1.300, H72 0.960
67 H 5.550 1.848 6.499  C64 1.090
68 H 4.202 2.829 6.658  C64 1.090
69 H 5.708 3.454 5.966  C64 1.090
70 H 3.903 2.851 4.079  C65 1.090
71 H 4.428 1.187 4.352  C65 1.090
72 H 5.853 3.357 3.702  O66 0.960

Computed properties:
Lowest unoccupied orbital energy = 0.1 eV
HOMO energy = -10.077 eV
SMILES string = CCO.CCO.CCO.CCO.CCO.CCO.CCO.CCO
Charge = 0
Orbital gap = 10.187 eV

Here are the Mulliken charges for atoms 1 to 8, given in e: C -1.10; C -0.08; O -0.52; H 0.32; H 0.29; H 0.32; H 0.19; H 0.28

---

(ii)
Molecular formula: C16H48O8
Method: DFT, ωB97M-V/def2-TZVPD

Bonds (Å) are listed after each position.
Cartesian coordinates (Å):
1 C 0.830 -4.762 -2.671  C2 1.538, H4 1.171, H5 1.074, H6 1.163
2 C 0.470 -3.365 -3.205  C1 1.538, O3 1.473, H7 1.105, H8 0.978
3 O -0.991 -3.455 -3.371  C2 1.473, H9 0.978
4 H 0.238 -5.662 -3.128  C1 1.171
5 H 0.483 -4.764 -1.655  C1 1.074
6 H 1.967 -4.726 -2.916  C1 1.163
7 H 0.940 -3.250 -4.199  C2 1.105
8 H 0.576 -2.614 -2.589  C2 0.978
9 H -1.263 -2.535 -3.562  O3 0.978
10 C -3.731 -2.224 1.105  C11 1.567, H13 1.121, H14 1.031, H15 1.048
11 C -5.216 -2.563 0.736  C10 1.567, O12 1.335, H16 1.101, H17 1.170
12 O -5.701 -1.611 -0.064  C11 1.335, H18 0.984
13 H -3.307 -2.893 1.899  C10 1.121
14 H -3.758 -1.344 1.642  C10 1.031
15 H -3.123 -2.165 0.254  C10 1.048
16 H -5.558 -2.643 1.780  C11 1.101
17 H -5.514 -3.620 0.330  C11 1.170
18 H -6.666 -1.622 -0.256  O12 0.984
19 C 4.772 1.698 -1.313  C20 1.491, H22 1.112, H23 1.036, H24 1.078
20 C 4.382 0.994 -0.058  C19 1.491, O21 1.424, H25 1.062, H26 0.946
21 O 5.570 0.250 0.198  C20 1.424, H27 1.004
22 H 3.838 2.251 -1.557  C19 1.112
23 H 5.059 1.171 -2.157  C19 1.036
24 H 5.427 2.554 -1.290  C19 1.078
25 H 3.732 0.183 -0.281  C20 1.062
26 H 4.213 1.458 0.749  C20 0.946
27 H 5.874 0.485 1.125  O21 1.004
28 C -3.696 1.801 -2.618  C29 1.503, H31 1.069, H32 1.088, H33 0.987
29 C -4.488 1.150 -1.520  C28 1.503, O30 1.463, H34 1.157, H35 1.150
30 O -4.315 -0.256 -1.884  C29 1.463, H36 1.033
31 H -4.292 1.652 -3.493  C28 1.069
32 H -2.717 1.375 -2.828  C28 1.088
33 H -3.773 2.777 -2.501  C28 0.987
34 H -5.592 1.486 -1.602  C29 1.157
35 H -4.425 1.344 -0.388  C29 1.150
36 H -4.928 -0.763 -1.226  O30 1.033
37 C 0.857 3.480 -2.828  C38 1.487, H40 1.066, H41 1.294, H42 1.159
38 C 0.426 4.363 -1.712  C37 1.487, O39 1.394, H43 1.080, H44 1.100
39 O 0.234 3.474 -0.655  C38 1.394, H45 1.036
40 H 0.065 2.901 -3.246  C37 1.066
41 H 1.971 2.854 -2.618  C37 1.294
42 H 1.056 4.223 -3.694  C37 1.159
43 H -0.465 4.961 -1.597  C38 1.080
44 H 1.341 4.917 -1.454  C38 1.100
45 H 0.072 4.141 0.121  O39 1.036
46 C 2.323 2.596 3.743  C47 1.460, H49 1.066, H50 1.011, H51 1.144
47 C 1.632 2.241 2.507  C46 1.460, O48 1.400, H52 0.949, H53 1.196
48 O 1.258 0.896 2.409  C47 1.400, H54 0.965
49 H 1.795 2.221 4.590  C46 1.066
50 H 2.623 3.535 3.517  C46 1.011
51 H 3.232 1.977 3.432  C46 1.144
52 H 2.201 2.395 1.763  C47 0.949
53 H 0.631 2.895 2.535  C47 1.196
54 H 0.670 0.900 1.643  O48 0.965
55 C 0.578 -2.611 4.155  C56 1.587, H58 1.163, H59 1.063, H60 0.996
56 C 1.975 -1.858 4.127  C55 1.587, O57 1.435, H61 1.145, H62 1.128
57 O 1.822 -0.496 4.554  C56 1.435, H63 1.005
58 H 0.520 -2.661 5.316  C55 1.163
59 H 0.621 -3.580 3.720  C55 1.063
60 H -0.212 -2.054 3.914  C55 0.996
61 H 2.384 -1.781 3.060  C56 1.145
62 H 2.735 -2.247 4.863  C56 1.128
63 H 1.537 0.041 3.753  O57 1.005
64 C 0.004 -1.352 0.147  C65 1.627, H67 0.920, H68 1.067, H69 1.164
65 C -0.002 0.003 -0.755  C64 1.627, O66 1.388, H70 1.107, H71 1.129
66 O 1.106 0.804 -0.514  C65 1.388, H72 0.933
67 H 0.697 -1.914 -0.076  C64 0.920
68 H -0.881 -1.938 0.046  C64 1.067
69 H 0.207 -1.110 1.267  C64 1.164
70 H -0.926 0.594 -0.603  C65 1.107
71 H -0.169 -0.092 -1.868  C65 1.129
72 H 0.766 1.487 -1.050  O66 0.933

Computed properties:
Lowest unoccupied orbital energy = 0.3 eV
HOMO energy = -9.177 eV
SMILES string = CCO.CCO.CCO.CCO.CCO.CCO.CCO.CCO
Charge = 0
Orbital gap = 9.499 eV

Here are the Mulliken charges for atoms 1 to 8, given in e: C -0.96; C 0.29; O -0.53; H 0.26; H 0.28; H 0.29; H 0.30; H -0.21

---

(i) comes first in stability; the runner-up is 137.2 kcal/mol higher.

---

(i)
Molecular formula: C5H7N4
Method: DFT, ωB97M-V/def2-TZVPD

Bonds (Å) are listed after each position.
Cartesian coordinates (Å):
1 C 1.674 0.061 -0.263  C3 1.623, N6 1.330, N7 1.335
2 C -0.696 1.240 0.082  C3 1.494, C4 1.504, H10 1.079, H11 1.084
3 C 0.084 0.149 -0.577  C1 1.623, C2 1.494, C4 1.491, H12 1.083
4 C -0.917 -0.195 0.474  C2 1.504, C3 1.491, C5 1.510, H13 1.083
5 C -2.204 -0.870 0.063  C4 1.510, H14 1.091, H15 1.092, H16 1.088
6 N 2.398 1.043 0.265  C1 1.330, N8 1.333
7 N 2.374 -1.063 -0.440  C1 1.335, N9 1.332
8 N 3.604 0.493 0.411  N6 1.333, N9 1.301
9 N 3.590 -0.741 -0.001  N7 1.332, N8 1.301
10 H -0.161 1.884 0.763  C2 1.079
11 H -1.473 1.742 -0.482  C2 1.084
12 H -0.134 -0.116 -1.604  C3 1.083
13 H -0.542 -0.508 1.440  C4 1.083
14 H -2.524 -0.512 -0.917  C5 1.091
15 H -3.001 -0.658 0.779  C5 1.092
16 H -2.072 -1.949 0.008  C5 1.088

Computed properties:
Lowest unoccupied orbital energy = 3.7 eV
HOMO energy = -4.655 eV
Charge = -1
Orbital gap = 8.338 eV

Here are the Mulliken charges for atoms 1 to 8, given in e: C 0.21; C -0.77; C 0.20; C 0.13; C -1.43; N -0.33; N -0.41; N -0.45

---

(ii)
Molecular formula: C5H7N4
Method: DFT, ωB97M-V/def2-TZVPD

Bonds (Å) are listed after each position.
Cartesian coordinates (Å):
1 C 2.134 -0.118 -0.024  N6 1.323, N7 1.319
2 C -0.690 -1.759 0.267  C3 1.305, H10 1.096, H11 1.078
3 C -0.286 -0.534 0.070  C2 1.305, C5 1.475
4 C -2.467 0.760 -0.050  C5 1.535, H12 1.089, H13 1.089, H14 1.090
5 C -0.936 0.770 -0.163  C3 1.475, C4 1.535, H15 1.095, H16 1.095
6 N 2.598 1.089 0.253  C1 1.323, N8 1.325
7 N 3.037 -1.037 -0.308  C1 1.319, N9 1.327
8 N 3.904 0.906 0.126  N6 1.325, N9 1.317
9 N 4.163 -0.342 -0.204  N7 1.327, N8 1.317
10 H -1.746 -2.049 0.308  C2 1.096
11 H 0.006 -2.571 0.402  C2 1.078
12 H -2.899 0.057 -0.761  C4 1.089
13 H -2.769 0.466 0.953  C4 1.089
14 H -2.872 1.751 -0.257  C4 1.090
15 H -0.524 1.490 0.551  C5 1.095
16 H -0.651 1.120 -1.161  C5 1.095

Computed properties:
Lowest unoccupied orbital energy = 3.4 eV
HOMO energy = -4.913 eV
Charge = -1
Orbital gap = 8.340 eV

Here are the Mulliken charges for atoms 1 to 8, given in e: C 0.45; C -0.76; C -0.07; C -1.37; C 0.07; N -0.26; N -0.36; N -0.45

---

(i) comes first in stability; the runner-up is 79.1 kcal/mol higher.